(1)
Here is a structure of composition C2H12N3STc at a distorted geometry from the OMol25 dataset. Energies are from the ωB97M-V functional and the def2-TZVPD basis.

Calculated values
DFT total energy	-19763.27710	eV
HOMO (alpha / beta)	-10.86 / -13.29	eV
ΔE to the lowest compared entry with this formula, charge and spin	15.9	kcal/mol
E_LUMO (alpha / beta)	-4.0 / -4.4	eV
gap between HOMO and LUMO (alpha / beta)	6.86 / 8.89	eV

Geometry as ORCA input:
```
! RIJCOSX wB97M-V def2-TZVPD def2/J DEFGRID3
* xyz 1 4
C 0.54752 1.36189 -1.23542
Tc -0.34776 -0.09244 -0.08010
N -0.66802 -2.08752 0.72973
H 1.01904 -0.95918 0.06893
H 0.15039 -2.53053 1.15285
H -1.88014 -0.65259 -0.24868
H 0.78782 0.86268 -2.18959
H 1.39154 2.01524 -0.94391
H -0.30871 2.04753 -1.42821
H -1.41290 -2.12063 1.43643
H -0.96539 -2.69586 -0.02229
N 0.29938 1.72709 4.02186
C 0.27274 0.68640 3.16546
N -0.08460 -0.51373 3.65689
S 0.80929 0.99994 1.54316
H 0.03083 1.61825 4.99533
H 0.65313 2.61901 3.69182
H 0.04201 -1.36459 3.10860
H -0.25730 -0.60726 4.65714
*
```

(2)
Here is a cluster of 2 separate species, C2H12N4O in total at a distorted geometry from the OMol25 dataset. Energies are from the ωB97M-V functional and the def2-TZVPD basis.

Calculated values
DFT total energy	-10260.10022	eV
HOMO	-18.11	eV
ΔE to the lowest compared entry with this formula, charge and spin	0.0	kcal/mol
E_LUMO	-6.4	eV
gap between HOMO and LUMO	11.67	eV

Geometry as ORCA input:
```
! RIJCOSX wB97M-V def2-TZVPD def2/J DEFGRID3
* xyz 2 1
C -0.37334 0.54974 1.94109
C 0.94438 -0.44083 -2.47410
N -1.39908 1.38544 2.14769
N 0.44811 -0.87496 -3.57219
N -0.68594 -0.85502 2.80316
N 1.88250 0.48517 -2.50980
O -0.35063 0.10705 0.63749
H 0.65539 0.82884 2.27041
H 0.73209 -0.99839 -1.60372
H -2.21340 1.47296 1.56524
H -1.06677 2.13418 2.70818
H 0.80567 -0.57415 -4.48897
H -0.31240 -1.57553 -3.74158
H -1.37198 -1.15990 2.16484
H 0.08863 -1.45492 2.83126
H -1.07164 -0.81143 3.85825
H -1.29036 0.27401 0.33992
H 2.36850 0.55001 -1.57501
H 2.21028 0.95775 -3.30216
*
```